Record 1
Computed, not measured: a cluster of 3 separate species, C3H13NO2S in total in a non-equilibrium geometry, with ωB97M-V/def2-TZVPD.

Geometry as XYZ:
```
20
Properties=species:S:1:pos:R:3:forces:R:3:nbo_charge:R:1
C 0.73002 0.57134 0.14202 -0.7 -0.7 -1.1 -0.216
C 0.52286 0.52591 -1.37847 1.9 0.7 0.0 -0.412
C 1.91299 0.45150 -2.05845 -0.6 0.7 -0.7 -0.484
S 1.79011 0.96625 -3.83582 0.1 -0.6 0.3 -0.068
N -0.50377 0.87571 0.86145 0.7 0.3 -0.6 -0.854
H 1.11968 -0.43336 0.35159 0.3 0.2 0.5 0.160
H 1.49189 1.31412 0.34941 0.0 0.1 0.3 0.193
H 0.16345 1.46787 -1.80221 -0.9 -0.3 0.5 0.212
H -0.05127 -0.34735 -1.63415 -0.6 -0.1 -0.4 0.200
H 2.56315 1.22201 -1.65175 0.1 -0.2 0.4 0.207
H 2.40461 -0.50639 -2.05181 0.2 -0.3 0.3 0.215
H 2.11821 -0.25032 -4.28322 -0.1 0.1 -0.3 0.122
H -1.15000 0.09731 0.89780 0.1 0.3 0.3 0.357
H -0.26992 1.31659 1.73303 -0.6 -0.2 0.4 0.379
H -3.84042 -1.14214 1.94542 0.1 -0.2 -0.3 0.476
H -3.50716 -1.99020 0.68490 -0.1 0.2 0.0 0.470
O -3.68569 -2.04323 1.62836 0.1 0.1 0.2 -0.944
H -0.50640 -0.40305 2.62568 0.1 -0.3 0.2 0.468
H -0.69557 -1.30186 3.89168 0.0 0.2 -0.3 0.476
O -0.60676 -0.39070 3.58455 0.0 0.0 0.3 -0.955
```
Forces are in eV/Å.

=====

Record 2
Computed, not measured: the molecule C20H27N3O5 in a non-equilibrium geometry, with ωB97M-V/def2-TZVPD.

Geometry as XYZ:
```
55
Properties=species:S:1:pos:R:3:forces:R:3:nbo_charge:R:1
C -1.98742 1.06476 -2.50281 0.0 -0.2 -0.2 -0.255
H -2.11135 -0.01987 -2.41507 0.0 0.0 0.0 0.181
O -2.17539 1.70540 -1.26587 -0.3 0.2 0.4 -0.513
C -3.37239 1.57235 -0.63298 0.1 0.2 0.1 0.353
C -4.46029 0.86954 -1.12896 0.2 0.1 -0.1 -0.325
C -5.65017 0.78030 -0.41368 0.0 0.1 0.2 0.016
C -5.74742 1.40735 0.81693 -0.1 -0.1 -0.1 -0.248
C -4.66891 2.10900 1.32881 0.4 0.1 -0.1 -0.214
C -3.48654 2.20289 0.61912 0.0 0.0 0.0 0.194
O -2.42836 2.94038 1.13013 -0.4 0.1 -0.2 -0.500
C -1.53216 2.19797 1.93764 0.0 -0.3 0.1 -0.111
C -0.78855 1.17213 1.14718 1.0 0.3 -0.4 0.305
C 0.36405 1.22668 0.41511 -0.6 -0.3 0.4 -0.294
C 0.45145 -0.06106 -0.16328 -0.7 0.5 0.7 0.034
N -0.56717 -0.80316 0.21307 0.6 -0.5 -0.6 -0.133
O -1.33540 -0.04842 1.02028 -0.2 0.3 0.3 -0.255
C 1.52338 -0.58441 -1.04460 -0.2 -0.5 -0.3 0.664
O 2.48244 0.09161 -1.37176 0.0 0.3 0.1 -0.633
N 1.29810 -1.85175 -1.44943 -0.1 -0.1 0.1 -0.598
H 0.51862 -2.32016 -1.00911 0.0 0.1 0.0 0.412
C 2.34027 -2.66499 -2.02453 0.3 -0.2 0.1 -0.227
H 2.98714 -1.99916 -2.59848 0.0 -0.1 -0.1 0.224
H 1.89505 -3.41087 -2.68638 0.0 0.1 0.0 0.200
C 3.16023 -3.34242 -0.90996 -0.1 0.2 -0.3 -0.212
N 3.83867 -2.31984 -0.14488 0.0 -0.2 0.2 -0.474
C 5.19061 -2.05094 -0.58862 0.0 0.3 -0.1 -0.211
C 5.64329 -0.69762 -0.05092 0.1 -0.2 0.1 -0.415
C 5.55702 -0.68440 1.47252 -0.3 0.1 0.0 -0.425
H 5.79121 0.30884 1.85831 0.0 0.0 0.1 0.218
H 6.27294 -1.39464 1.89236 0.1 0.0 0.0 0.199
C 4.14560 -1.08027 1.92530 0.4 -0.5 0.3 0.097
O 3.19668 -0.08994 1.62484 -0.2 0.3 -0.3 -0.733
H 3.18194 0.01581 0.66178 -0.1 0.0 0.0 0.485
C 3.76306 -2.42962 1.29341 0.0 0.2 0.3 -0.235
H 2.73459 -2.66621 1.57742 0.1 0.0 0.0 0.207
H 4.43000 -3.21736 1.69279 0.0 0.0 0.0 0.160
H 4.12073 -1.17975 3.01725 0.0 -0.1 -0.1 0.180
H 6.66661 -0.49552 -0.37145 0.0 0.1 0.0 0.210
H 4.99538 0.07315 -0.47122 0.0 0.0 -0.1 0.218
H 5.20060 -2.03131 -1.68004 0.0 -0.1 0.0 0.202
H 5.88619 -2.84292 -0.24883 0.0 0.0 -0.1 0.158
H 3.86154 -4.06260 -1.35651 0.0 0.0 0.1 0.182
H 2.47643 -3.89730 -0.26134 0.1 0.0 0.0 0.195
H 1.04552 2.03938 0.29495 0.2 0.2 0.0 0.252
H -2.07441 1.69982 2.75426 0.1 0.1 -0.1 0.194
H -0.83191 2.93053 2.34327 -0.1 -0.2 0.0 0.217
H -4.73728 2.60227 2.28680 0.0 0.1 0.1 0.221
H -6.66470 1.34865 1.38308 -0.1 0.0 0.0 0.210
C -6.79940 0.00850 -0.98891 0.0 0.0 0.0 -0.628
H -7.65660 0.03424 -0.32176 -0.1 0.0 0.0 0.215
H -7.09454 0.42642 -1.95044 -0.1 0.0 -0.1 0.218
H -6.51557 -1.03060 -1.15056 -0.1 -0.1 0.0 0.218
H -4.39723 0.37556 -2.08633 0.1 0.0 -0.1 0.216
H -0.96112 1.28551 -2.79326 -0.1 0.0 0.0 0.204
H -2.67193 1.45267 -3.26384 0.0 0.0 0.0 0.177
```
Forces are in eV/Å.

=====

Record 3
Computed, not measured: the molecule CH2O in a non-equilibrium geometry, with ωB97M-V/def2-TZVPD.

Geometry as XYZ:
```
4
Properties=species:S:1:pos:R:3:forces:R:3:nbo_charge:R:1
C 0.05994 0.01182 -0.09755 -1.1 -0.5 2.1 0.244
O -1.14356 -0.01102 -0.06869 -0.3 0.4 -0.8 -0.491
H 0.56620 0.98044 0.08367 0.5 -0.3 -0.7 0.124
H 0.51741 -0.98125 0.08258 0.9 0.4 -0.7 0.122
```
Forces are in eV/Å.

=====

Record 4
83
Properties=species:S:1:pos:R:3:forces:R:3:lowdin_charge:R:1 method="wB97M-V/def2-TZVPD" charge=-1
Pt -0.30617 -0.49554 0.00149 -0.2 0.0 0.2 1.067
Cl -5.19522 2.05443 5.42035 -0.1 0.0 0.0 0.740
C -3.70580 1.91658 4.60673 0.0 0.0 -0.1 -0.674
C -2.62479 1.15220 5.27547 0.0 0.0 0.1 -0.673
Cl -2.94867 0.50623 6.82463 0.0 0.0 0.0 0.725
C -1.41997 0.97976 4.70997 0.0 -0.1 0.0 -0.622
Cl -0.13593 0.14341 5.44935 0.0 0.1 0.0 0.793
C -1.16770 1.48511 3.34241 0.0 0.0 0.1 -0.318
O -0.17248 1.22964 2.72754 0.1 0.1 0.0 0.114
C -2.24174 2.39799 2.70729 0.0 -0.1 -0.1 -0.324
O -1.98366 2.97945 1.68719 0.0 0.0 0.0 0.118
C -3.53176 2.50845 3.41027 0.0 0.0 0.1 -0.633
Cl -4.73650 3.45564 2.65809 0.0 0.0 -0.1 0.749
O -6.25398 -2.26344 3.17651 0.0 0.0 0.0 -0.036
C -6.23499 -1.62279 2.11310 0.0 -0.1 0.0 -0.697
O -7.15362 -1.18713 1.39585 0.0 0.0 0.0 -0.049
C -4.81038 -1.31136 1.57658 0.0 0.1 0.0 -0.083
C -4.64013 -0.54163 0.43373 0.0 0.1 0.0 0.013
C -3.37119 -0.25703 -0.02096 0.0 -0.1 0.0 -0.119
N -2.26872 -0.72079 0.58436 -0.1 0.1 0.1 -0.076
C -2.42050 -1.43191 1.72157 0.1 0.1 0.0 -0.175
C -3.66469 -1.74213 2.23357 0.0 0.0 0.1 0.068
C -1.13170 -1.80922 2.42933 0.0 0.0 0.0 -0.607
O -1.17009 -2.27724 3.55163 0.0 -0.1 -0.1 0.049
O -0.06004 -1.55421 1.75222 0.2 0.0 0.1 -0.171
H -5.52142 -0.16917 -0.07112 0.0 0.0 0.0 0.117
H -3.21236 0.37156 -0.88203 0.0 -0.1 0.0 0.060
H -3.74469 -2.30976 3.15041 0.0 0.0 0.0 0.131
C 0.06775 2.95961 -1.64600 0.0 0.0 0.0 -0.105
C -0.86341 2.04112 -2.43737 0.0 0.0 0.1 -0.524
C -2.32351 2.36589 -2.13123 0.0 0.0 0.0 -0.113
P -0.43274 0.29476 -2.05831 0.2 0.0 -0.4 0.898
C -1.51156 -0.75594 -3.12865 0.1 0.0 0.0 -0.524
C -0.99388 -2.19480 -3.10785 0.0 0.0 0.0 -0.115
C -1.69803 -0.26571 -4.56326 0.0 0.0 0.0 -0.104
C 1.26547 0.12517 -2.62729 0.0 0.0 0.0 -0.295
C 1.73654 0.39273 -3.91082 0.0 0.0 0.0 -0.059
C 3.07885 0.29420 -4.23615 0.0 0.0 0.0 -0.298
C 3.58383 0.58797 -5.62422 0.0 0.0 0.0 -0.070
C 3.95506 -0.06907 -3.20656 0.0 0.0 0.0 -0.051
C 3.53052 -0.30965 -1.91897 0.0 0.0 0.0 -0.007
C 2.15880 -0.21154 -1.58482 0.0 0.1 0.0 -0.319
N 1.67453 -0.36820 -0.33121 -0.1 -0.3 0.0 -0.149
C 2.55695 -0.64781 0.74590 0.1 0.0 0.0 -0.252
C 3.01302 0.41182 1.53245 0.1 0.0 0.0 -0.196
C 2.62142 1.82219 1.19369 0.0 0.0 0.0 -0.036
C 3.84143 0.13898 2.61447 0.0 0.0 0.0 -0.010
C 4.23040 -1.15740 2.92391 0.0 0.0 0.0 -0.273
C 5.12897 -1.43933 4.09918 0.0 0.0 0.0 -0.061
C 3.77208 -2.19309 2.12007 0.0 0.0 0.0 -0.010
C 2.93629 -1.96133 1.03512 0.0 0.0 0.0 -0.211
C 2.43909 -3.10735 0.20016 0.0 0.0 0.0 -0.035
H -0.16455 4.00426 -1.86511 0.0 0.0 0.0 0.081
H 1.11468 2.77798 -1.89114 0.0 0.0 0.0 0.072
H -0.06366 2.79890 -0.57375 0.0 0.0 0.0 0.063
H -0.66963 2.17088 -3.50742 0.0 0.0 0.0 0.103
H -2.50974 2.30720 -1.05621 0.0 0.1 0.0 0.064
H -3.02231 1.69926 -2.64181 0.0 0.0 0.0 0.066
H -2.55295 3.38538 -2.44837 0.0 0.0 0.0 0.084
H -2.48463 -0.74175 -2.63429 -0.1 0.0 0.1 0.087
H -0.05172 -2.26923 -3.65486 0.0 0.0 0.0 0.078
H -1.72050 -2.85825 -3.58095 0.0 0.0 0.0 0.079
H -0.82060 -2.54374 -2.08892 0.0 0.0 0.0 0.055
H -0.76030 -0.30198 -5.11820 0.0 0.0 0.0 0.063
H -2.09262 0.74935 -4.61716 0.0 0.0 0.0 0.064
H -2.40313 -0.92173 -5.07884 0.0 0.0 0.0 0.081
H 1.03775 0.69235 -4.68497 0.0 0.0 0.0 0.096
H 2.76592 0.58957 -6.34613 0.0 0.0 0.0 0.068
H 4.31116 -0.15804 -5.95080 0.0 0.0 0.0 0.071
H 4.07330 1.56424 -5.68014 0.0 0.0 0.0 0.073
H 5.01455 -0.15737 -3.42798 0.0 0.0 0.0 0.110
H 4.24318 -0.56915 -1.14657 0.0 0.0 0.0 0.113
H 2.97225 2.09689 0.19584 0.0 0.0 0.0 0.078
H 3.04362 2.52228 1.91563 0.0 0.0 0.0 0.076
H 1.53693 1.92932 1.19992 0.0 0.0 0.0 0.048
H 4.18505 0.96140 3.23435 0.0 0.0 0.0 0.110
H 5.18935 -0.57657 4.76296 0.0 0.0 0.0 0.068
H 6.14378 -1.68016 3.77271 0.0 0.0 0.0 0.075
H 4.76170 -2.28758 4.67892 0.0 0.0 0.0 0.075
H 4.04690 -3.21573 2.36105 0.0 0.0 0.0 0.117
H 2.35890 -4.01089 0.80454 0.0 0.0 0.0 0.080
H 3.11968 -3.31179 -0.63175 0.0 0.0 0.0 0.081
H 1.45867 -2.88560 -0.21833 0.0 0.0 0.0 0.054

=====

Record 5
Computed, not measured: the molecule C5H12N2O in a non-equilibrium geometry, with ωB97M-V/def2-TZVPD.

Geometry as XYZ:
```
20
Properties=species:S:1:pos:R:3:forces:R:3:nbo_charge:R:1
C 1.02894 -0.24863 0.60296 -1.7 -0.6 -1.2 -0.215
N 0.16826 0.74641 1.26279 0.9 -1.1 1.6 -0.631
C -0.52996 0.21380 2.43642 -2.4 2.8 -2.3 -0.046
N -1.85753 -0.35701 1.95874 1.2 -1.6 0.3 -0.858
C 1.15385 0.11534 -0.87867 0.3 1.8 1.3 -0.410
C -0.10565 -0.22550 -1.69221 1.8 -1.0 0.1 -0.524
C -0.01665 0.57862 -2.98472 -1.0 -1.2 0.1 0.437
O -0.68635 0.23951 -3.91851 -0.1 0.5 -0.7 -0.504
H 0.71200 -1.35113 0.53400 -0.5 1.2 0.6 0.151
H 1.90139 -0.30642 1.20877 1.2 0.3 -0.1 0.199
H -0.55627 1.17265 0.72790 -0.1 0.2 -1.0 0.352
H 0.04820 -0.48121 2.95547 0.9 -1.2 0.8 0.174
H -0.80642 1.05854 3.09327 0.4 -0.4 -0.1 0.177
H -1.94085 -0.30250 0.90043 0.4 -0.4 1.9 0.349
H -1.68614 -1.34829 2.23823 -1.2 0.7 -1.0 0.355
H 1.88845 -0.49922 -1.30728 1.5 -0.6 -0.5 0.210
H 1.52586 1.21221 -0.96590 -0.9 -1.7 0.0 0.203
H 0.01009 -1.32446 -1.99477 -0.3 1.4 0.1 0.236
H -1.01356 -0.25768 -1.09432 -0.3 0.8 -0.4 0.226
H 0.76234 1.36499 -3.08261 -0.2 0.0 0.2 0.120
```
Forces are in eV/Å.

=====

Record 6
Computed, not measured: the molecule C3H8N4, with ωB97M-V/def2-TZVPD.

Geometry as XYZ:
```
15
Properties=species:S:1:pos:R:3:forces:R:3:nbo_charge:R:1
C -0.17618 -1.08317 0.44638 -0.4 0.7 0.5 0.414
C -0.21666 0.26079 0.65933 0.0 -0.7 0.0 -0.493
C 0.08335 1.25804 -0.37716 0.2 -0.2 0.1 0.428
H -0.92283 -1.60494 2.27840 0.2 -0.2 -0.6 0.383
H 0.05955 -2.75140 1.51359 -0.3 0.1 0.1 0.378
H -0.23284 -2.46579 -0.98958 -0.1 -0.3 -0.2 0.383
H 0.52763 -1.03188 -1.43560 0.1 -0.1 0.1 0.404
H -0.42790 0.60259 1.66301 0.0 0.1 0.0 0.205
H 0.97285 2.48926 1.04949 -0.2 -0.1 -0.7 0.387
H 0.73237 3.15148 -0.55111 0.2 -0.1 0.3 0.396
H -0.83437 0.34768 -1.75498 0.3 0.6 0.0 0.326
N -0.63681 -2.01904 1.38733 0.4 0.3 0.1 -0.817
N 0.31644 -1.68297 -0.69116 0.1 0.2 0.0 -0.822
N 0.82473 2.34228 0.05153 -0.3 0.1 0.1 -0.816
N -0.22115 1.16674 -1.62549 -0.3 -0.3 0.1 -0.758
```
Forces are in eV/Å.

=====

Record 7
Computed, not measured: the molecule C6H6, with ωB97M-V/def2-TZVPD.

Geometry as XYZ:
```
12
Properties=species:S:1:pos:R:3:forces:R:3:nbo_charge:R:1
C 1.69719 0.73670 -1.76840 0.1 0.0 0.0 -0.683
C 0.49141 0.23276 -1.11223 -0.4 -0.2 0.2 0.025
C -0.47603 -0.17059 -0.51975 0.5 0.2 -0.3 -0.029
C -1.55495 -0.62418 0.37121 0.0 0.0 0.0 -0.534
C -1.09749 -0.50626 1.76505 0.2 0.1 0.5 0.001
C -0.63292 -0.36748 2.86595 -0.2 -0.1 -0.4 -0.231
H 1.67160 1.82868 -1.83972 0.0 -0.2 0.0 0.235
H 2.58294 0.45873 -1.18744 -0.1 0.0 -0.1 0.236
H 1.80987 0.32935 -2.77735 0.0 0.0 0.1 0.235
H -1.83144 -1.66249 0.14957 0.1 0.2 0.0 0.254
H -2.45983 -0.02231 0.22070 0.2 -0.1 0.0 0.254
H -0.20036 -0.23290 3.83241 -0.1 -0.1 -0.1 0.236
```
Forces are in eV/Å.

=====

Short version: LUMO energy = 0.471 0.806 0.774 -0.028 0.814 0.889 0.999 eV, in the order given.
Short version: gap between HOMO and LUMO = 9.534 9.162 10.975 4.943 9.810 8.994 10.586 eV, in the order given.
Short version: E_tot = -19741.5957 -35884.5778 -3115.7049 -114742.4384 -10405.3381 -9201.2667 -6315.5341 eV, in the order given.